[1]
ORCA calculation (ωB97M-V/def2-TZVPD) on C8H10BF4NSn as an isolated structure at a distorted geometry.

Element x y z (Å)
C  0.05743  0.38802  -2.42807
F  -0.08454  0.68447  3.84281
H  2.44150  -1.49375  -0.99626
Sn  -0.30976  -0.06693  0.53711
H  1.54252  2.04748  -2.30326
H  0.48653  -0.25107  -3.19973
C  0.05117  -3.19088  -0.33500
F  0.96685  2.71461  3.36864
C  0.61402  1.60174  -1.94486
N  -1.33603  -1.56064  1.39502
H  2.50068  -1.14732  0.83016
H  -0.18349  3.14522  -0.52057
C  -0.27663  2.18191  -1.01557
H  -1.93573  -0.58957  -2.03105
B  0.20234  1.67555  2.93359
H  0.56735  -3.94568  -0.94267
C  0.70979  -2.10508  0.09084
C  -1.20435  0.18779  -1.80782
C  1.93261  -1.51252  -0.02754
H  -2.09008  -1.23515  2.02919
H  -0.99737  -3.39210  -0.10632
F  -0.94893  2.02723  2.17567
F  1.11915  0.96698  1.79819
C  -1.43268  1.30986  -0.90023
H  -2.39236  1.55983  -0.44227

Computed properties:
Frontier orbital gap (alpha / beta) in eV: 6.351 / 6.352
Highest occupied orbital energy (alpha / beta) in eV: -8.21 / -8.21
Lowest unoccupied orbital energy (alpha / beta) in eV: -1.8591 / -1.8589
Electronic energy in eV: -27324.52879
Charge: 0
Energy relative to the best compared isomer or geometry (same formula, charge and spin) in kcal/mol: 11.2

Löwdin population analysis, charges in e, atoms 1 to 6:
1. C -0.154
2. F 0.162
3. H 0.105
4. Sn 1.391
5. H 0.104
6. H 0.106

---

[2]
ORCA calculation (ωB97M-V/def2-TZVPD) on one molecule with the formula C8H10BN at a distorted geometry.

Element x y z (Å)
C  0.82837  0.36464  0.18545
H  -0.01815  -2.49193  0.19995
N  1.60291  1.44056  0.24853
H  -1.38125  -0.71115  -2.78755
H  -2.04621  1.62645  -2.68225
C  1.79926  -0.71273  2.04109
C  -2.58053  0.91443  -2.17588
H  -2.92287  1.42031  -1.23265
H  2.02245  -1.49220  2.75295
C  2.55070  1.37356  1.14903
B  -0.60188  -0.35971  -0.65344
H  3.07772  2.36702  1.35291
C  -1.82829  -0.37601  -1.88220
H  -3.46874  0.69277  -2.85257
C  0.80101  -0.69665  1.06318
C  2.71278  0.34653  2.05946
H  3.60898  0.34568  2.82552
H  -2.56534  -1.09198  -1.51306
C  -0.39350  -1.46039  0.50598
H  -1.19744  -1.49920  1.39557

Computed properties:
SMILES: CCB1Cc2cccnc21
Frontier orbital gap in eV: 9.086
Highest occupied orbital energy in eV: -9.12
Lowest unoccupied orbital energy in eV: -0.0344
Electronic energy in eV: -10621.71876
Charge: 0
Energy relative to the best compared isomer or geometry (same formula, charge and spin) in kcal/mol: 60.2

Löwdin population analysis, charges in e, atoms 1 to 6:
1. C -0.153
2. H 0.114
3. N 0.083
4. H 0.068
5. H 0.026
6. C -0.024

---

[3]
ORCA calculation (ωB97M-V/def2-TZVPD) on one molecule with the formula C8H10BNO at a distorted geometry.

Element x y z (Å)
C  -0.13753  2.42437  0.70847
H  -0.17086  0.84894  -2.62464
C  0.75029  -3.02093  0.61524
H  0.14824  -3.44175  -0.26406
C  0.04375  0.40561  -0.55348
O  0.51425  0.39350  3.26147
C  -0.17358  1.17480  -1.65815
N  1.09512  -1.69708  0.18724
H  0.55776  1.26690  3.68594
C  0.13045  -1.09927  -0.73302
B  0.34421  0.23854  1.93896
C  -0.47165  2.56838  -1.63131
H  0.07697  2.93174  1.66505
H  0.10286  -2.99408  1.43948
C  -0.37749  3.21009  -0.42460
H  1.66387  -3.62836  0.71942
C  0.03905  1.05917  0.71925
H  0.37945  -1.42732  -1.75039
H  -0.57136  4.28907  -0.17907
H  -0.72664  2.98945  -2.56735
H  -0.89256  -1.60796  -0.76861

Computed properties:
Frontier orbital gap (alpha / beta) in eV: 6.572 / 6.569
Highest occupied orbital energy (alpha / beta) in eV: -6.85 / -6.84
Lowest unoccupied orbital energy (alpha / beta) in eV: -0.2732 / -0.2736
Electronic energy in eV: -12668.78562
Charge: 0
Energy relative to the best compared isomer or geometry (same formula, charge and spin) in kcal/mol: 64.8

Löwdin population analysis, charges in e, atoms 1 to 6:
1. C -0.065
2. H 0.081
3. C -0.213
4. H 0.083
5. C -0.161
6. O 0.177

---

[4]
ORCA calculation (ωB97M-V/def2-TZVPD) on a 2-piece molecular cluster, C8H10BrP overall at a distorted geometry.

Element x y z (Å)
H  1.36524  2.42522  -0.47053
C  1.82303  1.42540  -0.75817
H  0.00214  0.75735  0.90420
H  2.64560  1.91430  -1.35773
C  -2.33577  -1.80529  -0.83146
H  3.36925  0.00743  -0.24522
C  -1.22098  -1.32978  -1.51980
H  1.93681  -0.01905  0.86386
H  -1.78660  -0.11233  2.13558
H  3.02651  1.39131  0.93923
H  -3.16756  -2.38482  -1.27144
P  1.01232  0.31383  -1.96964
H  -3.52457  -1.51111  0.81203
H  -1.02614  -1.82180  -2.45005
C  -1.69801  -0.34320  1.09347
C  -0.33632  -0.33233  -0.96356
C  -2.55661  -1.28733  0.47003
C  2.53453  0.68052  0.31708
Br  0.62257  1.82323  4.00744
C  -0.68546  0.20846  0.29469

Computed properties:
Frontier orbital gap (alpha / beta) in eV: 8.381 / 3.428
Highest occupied orbital energy (alpha / beta) in eV: -9.30 / -7.36
Lowest unoccupied orbital energy (alpha / beta) in eV: -0.9237 / -3.9334
Electronic energy in eV: -87786.00902
Charge: 0
Energy relative to the best compared isomer or geometry (same formula, charge and spin) in kcal/mol: 65.8

Löwdin population analysis, charges in e, atoms 1 to 6:
1. H 0.095
2. C -0.597
3. H 0.044
4. H 0.063
5. C -0.089
6. H 0.121